Entry 1:
C3H5N3S | the ωB97M-V functional and the def2-TZVPD basis

XYZ file:
```
12
Properties=species:S:1:pos:R:3:mulliken_charge:R:1
C 1.185 0.021 -0.134 -0.184
C 1.006 -1.294 -0.101 -0.399
C -0.916 -0.273 -0.067 0.134
H -1.053 2.414 -0.487 0.334
H -0.344 1.818 1.189 0.326
H 2.065 0.648 -0.332 0.390
H 1.767 -2.115 0.298 0.249
H -0.755 -2.285 -0.042 0.086
N -0.053 2.059 -0.020 -0.762
N 0.036 0.641 -0.210 0.279
N -0.362 -1.418 -0.005 -0.002
S -2.574 -0.216 -0.090 -0.451
```

Structure (SMILES): Nn1cc[nH]c1=S
Orbital gap (Ha): 0.3004
LUMO (Eh): 0.0192
Largest force on an atom (eV Å⁻¹): 5.8
ΔE to the lowest compared entry with this formula, charge and spin (eV): 3.4613
Charge: 0

Entry 2:
C3H5N5 | the ωB97M-V functional and the def2-TZVPD basis

XYZ file:
```
13
Properties=species:S:1:pos:R:3:mulliken_charge:R:1
C -2.352 0.911 0.041 -0.369
C -0.993 1.012 0.051 -0.126
C -1.649 -1.094 -0.065 -0.108
N -2.736 -0.398 -0.076 -0.578
N 0.641 -0.769 -0.171 -1.043
N 2.177 0.457 0.334 -0.213
N -0.516 -0.280 -0.007 0.817
N 3.208 -0.219 0.092 -0.124
H -3.090 1.686 0.096 0.400
H -0.327 1.843 0.143 0.437
H -1.571 -2.156 -0.196 0.397
H 3.214 -1.236 0.128 0.264
H 3.994 0.243 -0.372 0.246
```

Orbital gap (alpha / beta) (Ha): 0.2774 / 0.2869
LUMO (alpha / beta) (Eh): -0.0113 / -0.0096
Largest force on an atom (eV Å⁻¹): 3.7
ΔE to the lowest compared entry with this formula, charge and spin (eV): 6.7777
Charge: 0

Entry 3:
C3H5N5 | the ωB97M-V functional and the def2-TZVPD basis

XYZ file:
```
13
Properties=species:S:1:pos:R:3:mulliken_charge:R:1
C 0.854 0.441 1.181 0.140
C -0.090 -1.601 -0.776 0.009
C -0.699 0.514 -1.277 -0.118
H 0.742 2.421 1.041 0.391
H 1.673 0.392 2.150 0.241
H -1.288 -0.372 0.086 0.522
H 0.575 -2.456 -0.888 0.341
H -1.618 0.769 -1.745 0.414
N 0.864 1.317 0.325 -0.168
N 0.244 -0.744 1.370 -0.439
N -0.821 -1.366 0.518 -0.515
N -0.087 -0.626 -1.590 -0.417
N -0.349 1.311 -0.394 -0.401
```

Orbital gap (Ha): 0.3309
LUMO (Eh): -0.0036
Largest force on an atom (eV Å⁻¹): 14.9
ΔE to the lowest compared entry with this formula, charge and spin (eV): 8.0593
Charge: 0

Entry 4:
C3H5N6O2 | the ωB97M-V functional and the def2-TZVPD basis

XYZ file:
```
16
Properties=species:S:1:pos:R:3:mulliken_charge:R:1
C 2.331 0.934 0.093 0.849
C -0.797 -1.026 0.445 -1.110
C 0.266 -0.173 -0.329 -0.519
N 3.781 2.052 -0.855 -0.467
N 2.629 1.580 -1.057 -0.234
N 3.365 0.993 0.955 -0.287
N 4.250 1.717 0.322 -0.365
N 1.383 0.058 0.482 -0.411
N 2.557 -1.736 0.095 0.640
O 3.541 -1.406 -0.525 -0.430
O 2.078 -2.810 0.282 -0.549
H -1.712 -0.714 0.070 0.404
H -0.644 -2.164 0.321 0.205
H -0.670 -0.819 1.529 0.302
H 0.435 -0.684 -1.209 0.322
H -0.184 0.709 -0.540 0.649
```

Orbital gap (alpha / beta) (Ha): 0.2858 / 0.2540
LUMO (alpha / beta) (Eh): 0.1054 / 0.1005
Largest force on an atom (eV Å⁻¹): 3.9
ΔE to the lowest compared entry with this formula, charge and spin (eV): 1.5729
Charge: -1

Entry 5:
C3H5N7 | the ωB97M-V functional and the def2-TZVPD basis

XYZ file:
```
15
Properties=species:S:1:pos:R:3:mulliken_charge:R:1
C -0.497 -0.523 1.464 0.647
C 1.430 1.052 -0.073 0.177
C -1.542 -2.373 1.391 -0.071
N 0.144 0.596 1.845 -0.924
N 0.736 1.180 0.896 0.409
N -1.208 -1.416 2.205 -0.553
N -0.412 -0.922 0.151 -0.399
N -1.191 -1.982 0.105 -0.115
N 0.872 2.521 -2.009 -0.523
N 1.727 1.630 -1.171 -0.100
H -2.201 -3.176 1.660 0.381
H -1.058 -2.580 -0.708 0.257
H 0.153 2.649 -1.286 0.275
H 0.509 2.187 -2.906 0.255
H 2.538 1.156 -1.564 0.285
```

Orbital gap (Ha): 0.3010
LUMO (Eh): 0.0086
Largest force on an atom (eV Å⁻¹): 4.2
ΔE to the lowest compared entry with this formula, charge and spin (eV): 1.6785
Charge: 0

Entry 6:
C3H5NO | the ωB97M-V functional and the def2-TZVPD basis

XYZ file:
```
10
Properties=species:S:1:pos:R:3:mulliken_charge:R:1
C 0.657 0.355 0.776 -0.433
C 0.676 1.143 -0.335 -0.482
C -3.009 -0.103 -0.126 0.514
N -3.670 -0.312 -1.143 -0.419
O -2.187 0.206 0.594 -0.379
H -0.240 -0.289 0.936 0.218
H 1.520 0.253 1.316 0.311
H -0.235 1.345 -0.927 0.175
H 1.537 1.758 -0.589 0.249
H -4.413 -0.789 -1.553 0.248
```

Structure (SMILES): N=C=O.C=C
Orbital gap (Ha): 0.3822
LUMO (Eh): 0.0266
Largest force on an atom (eV Å⁻¹): 6.6
ΔE to the lowest compared entry with this formula, charge and spin (eV): 1.4911
Charge: 0

> Which formula does entry 2 have?

C3H5N5

Copy entry 3 word for word.
C3H5N5 | the ωB97M-V functional and the def2-TZVPD basis

XYZ file:
```
13
Properties=species:S:1:pos:R:3:mulliken_charge:R:1
C 0.854 0.441 1.181 0.140
C -0.090 -1.601 -0.776 0.009
C -0.699 0.514 -1.277 -0.118
H 0.742 2.421 1.041 0.391
H 1.673 0.392 2.150 0.241
H -1.288 -0.372 0.086 0.522
H 0.575 -2.456 -0.888 0.341
H -1.618 0.769 -1.745 0.414
N 0.864 1.317 0.325 -0.168
N 0.244 -0.744 1.370 -0.439
N -0.821 -1.366 0.518 -0.515
N -0.087 -0.626 -1.590 -0.417
N -0.349 1.311 -0.394 -0.401
```

Orbital gap (Ha): 0.3309
LUMO (Eh): -0.0036
Largest force on an atom (eV Å⁻¹): 14.9
ΔE to the lowest compared entry with this formula, charge and spin (eV): 8.0593
Charge: 0